(1)
{
  "formula": "C29H29N7O4SeSn",
  "method": "the ωB97M-V functional and the def2-TZVPD basis",
  "total_energy_ha": -4421.86265,
  "multiplicity": 1,
  "total_charge": 2,
  "orbital_gap_ev": 6.7887,
  "e_lumo_ev": -6.664,
  "e_homo_ev": -13.5,
  "de_lowest_kj_mol": 153.55,
  "species": ["Sn", "C", "C", "C", "C", "C", "C", "C", "H", "H", "H", "H", "H", "H", "H", "H", "N", "N", "C", "N", "N", "N", "O", "O", "H", "H", "H", "H", "H", "O", "C", "N", "C", "C", "O", "N", "C", "C", "C", "C", "C", "C", "C", "C", "C", "C", "C", "C", "H", "H", "H", "H", "H", "H", "H", "H", "H", "H", "H", "Se", "C", "C", "C", "C", "C", "C", "H", "H", "H", "H", "H"],
  "xyz": [[0.071, -0.135, 0.805], [3.845, -0.801, 1.293], [2.583, -1.605, 1.493], [1.891, -1.550, 2.711], [0.754, -2.323, 2.921], [0.292, -3.173, 1.918], [0.982, -3.256, 0.712], [2.108, -2.471, 0.499], [4.163, -0.800, 0.250], [4.658, -1.230, 1.881], [3.723, 0.229, 1.633], [2.282, -0.934, 3.513], [0.261, -2.301, 3.884], [-0.561, -3.814, 2.102], [0.664, -3.959, -0.047], [2.672, -2.583, -0.422], [1.629, 0.634, -1.053], [1.183, 1.525, -2.037], [-0.111, 1.820, -2.199], [-0.447, 2.684, -3.138], [-0.981, 0.965, -1.588], [-2.236, 1.303, -1.631], [-3.091, 0.403, -1.153], [-2.719, 2.348, -1.957], [2.288, 1.125, -0.456], [2.120, -0.126, -1.514], [1.861, 2.153, -2.444], [0.247, 3.315, -3.515], [-1.400, 3.016, -3.158], [0.014, 0.976, 2.811], [-0.114, 2.092, 2.224], [-0.240, 3.314, 2.711], [-0.374, 4.320, 1.617], [-0.288, 3.361, 0.394], [-0.351, 3.668, -0.777], [-0.125, 2.079, 0.861], [-1.748, 5.001, 1.715], [-2.120, 5.591, 2.923], [-3.380, 6.142, 3.084], [-4.297, 6.103, 2.042], [-3.931, 5.533, 0.835], [-2.663, 4.984, 0.669], [0.807, 5.299, 1.659], [1.194, 5.845, 2.883], [2.267, 6.716, 2.965], [2.990, 7.041, 1.825], [2.617, 6.500, 0.607], [1.531, 5.636, 0.520], [-0.289, 3.522, 3.694], [-1.428, 5.639, 3.756], [-3.645, 6.600, 4.029], [-5.288, 6.517, 2.174], [-4.634, 5.505, 0.012], [-2.398, 4.560, -0.289], [0.664, 5.601, 3.796], [2.537, 7.141, 3.923], [3.834, 7.716, 1.890], [3.173, 6.749, -0.289], [1.241, 5.248, -0.446], [-2.521, -1.408, -0.975], [-4.119, -2.119, -1.670], [-4.021, -2.923, -2.805], [-5.173, -3.520, -3.295], [-6.393, -3.283, -2.677], [-6.479, -2.458, -1.559], [-5.336, -1.886, -1.030], [-3.067, -3.084, -3.289], [-5.117, -4.157, -4.168], [-7.289, -3.749, -3.067], [-7.437, -2.275, -1.089], [-5.388, -1.260, -0.148]],
  "forces_ev_per_a": [[-0.5, -0.4, 0.3], [-0.1, -0.1, 0.0], [0.0, 0.1, -0.1], [0.1, 0.0, 0.0], [0.0, -0.2, 0.0], [0.1, -0.1, 0.1], [0.0, -0.1, 0.1], [0.1, -0.1, 0.0], [0.0, 0.0, 0.0], [0.0, 0.0, 0.0], [0.0, 0.0, 0.0], [-0.1, 0.1, 0.0], [0.0, 0.1, 0.0], [0.0, 0.1, 0.0], [0.0, 0.0, 0.0], [0.0, 0.0, 0.0], [0.2, 0.2, -0.2], [0.2, 0.3, 0.1], [-0.2, 0.0, -1.0], [0.2, -0.1, -0.4], [-0.3, 0.0, 0.0], [-0.4, -0.3, 0.5], [0.4, 0.4, -0.2], [-0.2, 0.0, -0.1], [0.2, 0.1, 0.0], [0.0, -0.1, 0.1], [0.0, 0.0, 0.0], [0.0, -0.1, 0.0], [0.1, 0.0, 0.0], [0.1, 0.5, -0.2], [0.0, 0.1, 0.5], [0.0, 0.0, -0.2], [0.0, -0.1, 0.1], [0.0, 0.0, 0.9], [0.1, 0.2, 0.3], [0.1, 0.3, -0.3], [-0.1, -0.2, 0.0], [0.1, 0.0, 0.0], [0.0, 0.0, 0.0], [0.0, 0.0, 0.0], [0.0, 0.0, 0.0], [0.0, 0.0, 0.0], [0.1, -0.2, 0.0], [0.0, 0.0, 0.0], [0.0, 0.0, 0.0], [0.0, 0.0, 0.0], [0.0, 0.0, 0.0], [0.0, 0.1, 0.0], [0.0, 0.0, 0.0], [0.0, 0.0, 0.0], [0.0, 0.0, 0.0], [0.0, 0.0, 0.0], [0.0, 0.0, 0.0], [0.0, 0.0, 0.0], [0.0, 0.0, 0.0], [0.0, 0.0, 0.0], [0.0, 0.0, 0.0], [0.0, 0.0, 0.0], [0.0, 0.0, 0.0], [-0.2, -0.3, 0.0], [0.1, 0.1, 0.0], [-0.1, 0.0, 0.0], [0.0, 0.0, 0.0], [0.0, 0.0, 0.0], [0.0, 0.0, 0.0], [0.0, -0.1, 0.0], [0.0, 0.0, 0.0], [0.0, 0.0, 0.0], [0.0, 0.0, 0.0], [0.0, 0.0, 0.0], [0.0, 0.0, 0.0]]
}

---

(2)
{
  "formula": "C29H30AsCaCl2N4S",
  "method": "the ωB97M-V functional and the def2-TZVPD basis",
  "total_energy_ha": -5574.14105,
  "multiplicity": 1,
  "total_charge": -1,
  "orbital_gap_ev": 5.0885,
  "e_lumo_ev": 2.411,
  "e_homo_ev": -2.7,
  "de_lowest_kj_mol": 28.89,
  "species": ["Ca", "S", "C", "C", "C", "C", "C", "C", "As", "C", "C", "C", "C", "C", "C", "C", "C", "C", "C", "C", "C", "H", "H", "H", "H", "H", "H", "H", "H", "H", "H", "H", "H", "H", "H", "C", "N", "C", "C", "N", "N", "C", "C", "H", "H", "H", "H", "H", "H", "H", "H", "H", "H", "H", "H", "H", "Cl", "C", "C", "C", "C", "C", "Cl", "C", "N", "H", "H", "H"],
  "xyz": [[-1.239, -1.292, 0.396], [-0.506, -0.563, 3.162], [0.584, 0.761, 3.423], [1.248, 0.904, 4.651], [2.095, 1.971, 4.886], [2.297, 2.940, 3.910], [1.637, 2.824, 2.696], [0.794, 1.750, 2.436], [-0.165, 1.479, 0.767], [0.513, 3.052, -0.202], [1.818, 2.967, -0.690], [2.380, 4.002, -1.418], [1.636, 5.144, -1.686], [0.336, 5.237, -1.213], [-0.221, 4.199, -0.478], [-1.930, 2.160, 1.276], [-2.233, 2.564, 2.572], [-3.506, 3.010, 2.893], [-4.497, 3.050, 1.922], [-4.210, 2.642, 0.628], [-2.934, 2.200, 0.309], [1.076, 0.161, 5.418], [2.600, 2.056, 5.842], [2.956, 3.779, 4.094], [1.777, 3.591, 1.945], [2.405, 2.079, -0.476], [3.399, 3.923, -1.779], [2.066, 5.952, -2.265], [-0.247, 6.127, -1.415], [-1.235, 4.289, -0.107], [-1.472, 2.515, 3.341], [-3.727, 3.318, 3.907], [-5.493, 3.393, 2.175], [-4.983, 2.657, -0.130], [-2.722, 1.883, -0.705], [2.092, -3.318, -2.596], [2.314, -2.271, -1.603], [1.731, -1.002, -2.005], [2.143, -2.641, -0.270], [1.316, -2.028, 0.492], [2.920, -3.715, 0.120], [4.287, -3.860, -0.337], [2.612, -4.365, 1.374], [1.021, -3.486, -2.763], [2.537, -4.255, -2.271], [2.549, -3.016, -3.540], [2.239, -0.656, -2.907], [1.865, -0.275, -1.210], [0.659, -1.089, -2.212], [1.367, -2.303, 1.468], [4.463, -3.209, -1.187], [4.486, -4.895, -0.629], [4.991, -3.588, 0.460], [1.532, -4.452, 1.485], [3.021, -3.833, 2.242], [3.039, -5.368, 1.357], [-1.956, -0.245, -2.257], [-2.911, -1.680, -2.673], [-3.594, -1.656, -3.867], [-4.364, -2.741, -4.263], [-4.423, -3.851, -3.409], [-3.742, -3.856, -2.221], [-3.862, -5.267, -1.203], [-2.903, -2.765, -1.700], [-2.281, -2.820, -0.569], [-3.531, -0.778, -4.501], [-4.899, -2.730, -5.203], [-5.015, -4.716, -3.688]],
  "forces_ev_per_a": [[0.9, 0.1, 0.5], [-0.4, -0.5, 0.0], [0.1, 0.2, -0.3], [0.0, 0.1, 0.0], [0.0, 0.0, 0.0], [0.0, 0.0, 0.0], [0.0, 0.1, -0.1], [0.1, -0.2, 0.3], [0.1, 0.8, 0.2], [0.1, -0.1, -0.2], [-0.1, -0.1, 0.1], [0.0, 0.1, 0.0], [0.0, 0.0, 0.0], [0.0, 0.1, 0.0], [-0.1, -0.1, 0.1], [-0.1, 0.1, 0.0], [0.1, 0.0, 0.1], [0.0, 0.0, 0.0], [0.0, 0.0, 0.0], [-0.1, 0.0, 0.1], [0.1, -0.1, 0.0], [0.0, 0.0, 0.0], [0.0, 0.0, 0.0], [0.0, 0.0, 0.0], [0.0, 0.0, 0.0], [0.0, 0.0, 0.0], [0.0, 0.0, 0.0], [0.0, 0.0, 0.0], [0.0, 0.0, 0.0], [0.0, 0.0, 0.0], [0.0, 0.0, 0.0], [0.0, 0.0, 0.0], [0.0, 0.0, 0.0], [0.0, 0.0, 0.0], [0.0, 0.0, 0.0], [0.0, 0.0, 0.0], [0.0, 0.0, 0.2], [0.0, -0.1, 0.1], [0.1, -0.1, -0.2], [-0.6, 0.2, -0.1], [-0.1, 0.0, 0.0], [0.0, 0.0, 0.0], [0.0, 0.0, 0.0], [0.0, 0.0, 0.0], [0.0, 0.0, 0.0], [0.0, 0.0, 0.0], [0.0, 0.0, 0.0], [0.0, 0.1, 0.0], [0.0, 0.0, 0.0], [0.2, 0.1, 0.0], [0.0, 0.0, 0.0], [0.0, 0.0, 0.0], [0.0, 0.0, 0.0], [0.0, 0.0, 0.0], [0.0, 0.0, 0.0], [0.0, 0.0, 0.0], [0.1, 0.0, 0.2], [-0.3, -0.4, -0.1], [0.0, 0.1, -0.1], [-0.1, 0.0, -0.1], [0.1, 0.1, 0.0], [0.0, 0.2, -0.2], [0.0, -0.2, 0.1], [-0.1, -0.6, 0.2], [-0.2, 0.3, -0.6], [0.0, 0.0, 0.0], [0.0, 0.0, 0.0], [0.0, 0.0, 0.0]]
}

---

(3)
{
  "formula": "C29H30BrFeN6O2S",
  "method": "the ωB97M-V functional and the def2-TZVPD basis",
  "total_energy_ha": -5837.87968,
  "multiplicity": 1,
  "total_charge": 1,
  "orbital_gap_ev": [8.8552, 8.8527],
  "e_lumo_ev": [-2.362, -2.384],
  "e_homo_ev": [-11.2, -11.2],
  "de_lowest_kj_mol": 187.39,
  "species": ["Fe", "O", "C", "N", "C", "C", "C", "C", "C", "C", "N", "C", "C", "C", "C", "C", "N", "H", "H", "H", "H", "H", "H", "H", "H", "H", "H", "C", "C", "C", "C", "C", "Br", "N", "C", "H", "H", "H", "H", "H", "H", "C", "C", "C", "N", "C", "S", "N", "C", "O", "C", "C", "C", "C", "C", "C", "H", "H", "H", "H", "H", "H", "H", "H", "H", "H", "H", "H", "H", "H"],
  "xyz": [[-0.356, 0.234, -0.396], [-2.737, 1.337, 1.263], [-1.508, 1.110, 1.328], [-0.903, -0.049, 1.557], [-1.739, -1.230, 1.692], [-2.267, -1.642, 0.342], [-3.599, -1.945, 0.114], [-4.005, -2.270, -1.171], [-3.059, -2.312, -2.185], [-1.753, -1.990, -1.879], [-1.356, -1.638, -0.649], [-0.509, 2.235, 1.171], [-0.732, 3.494, 1.697], [0.232, 4.468, 1.487], [1.361, 4.150, 0.742], [1.495, 2.865, 0.241], [0.583, 1.923, 0.458], [-2.565, -1.057, 2.386], [-1.108, -2.029, 2.085], [-4.307, -1.901, 0.929], [-5.045, -2.483, -1.380], [-3.330, -2.575, -3.197], [-0.984, -2.000, -2.643], [-1.628, 3.677, 2.273], [0.106, 5.462, 1.894], [2.136, 4.882, 0.565], [2.355, 2.576, -0.350], [3.411, -3.329, 2.192], [2.978, -2.515, 1.009], [3.685, -2.532, -0.190], [3.260, -1.771, -1.270], [2.114, -1.029, -1.088], [1.376, 0.068, -2.453], [1.420, -0.992, 0.033], [1.842, -1.713, 1.064], [4.325, -3.875, 1.970], [2.640, -4.051, 2.463], [3.590, -2.693, 3.059], [4.574, -3.143, -0.286], [3.794, -1.755, -2.208], [1.246, -1.632, 1.967], [-3.780, 6.815, 0.155], [-3.021, 5.495, 0.043], [-3.966, 4.369, -0.378], [-3.278, 3.107, -0.638], [-2.644, 2.783, -1.732], [-1.851, 1.278, -1.908], [-2.565, 3.632, -2.810], [-3.537, 4.356, -3.544], [-3.148, 5.230, -4.276], [-4.962, 3.952, -3.443], [-5.364, 2.657, -3.120], [-6.708, 2.324, -3.152], [-7.653, 3.270, -3.520], [-7.255, 4.555, -3.867], [-5.916, 4.895, -3.832], [-3.118, 7.614, 0.487], [-4.593, 6.732, 0.878], [-4.204, 7.102, -0.808], [-2.562, 5.251, 1.001], [-2.222, 5.592, -0.696], [-4.511, 4.680, -1.266], [-4.693, 4.179, 0.411], [-3.124, 2.462, 0.161], [-1.703, 3.540, -3.329], [-4.636, 1.893, -2.880], [-7.021, 1.319, -2.901], [-8.702, 3.004, -3.547], [-7.991, 5.285, -4.176], [-5.579, 5.885, -4.108]],
  "forces_ev_per_a": [[2.3, -1.5, 0.4], [0.1, 0.1, 0.4], [-0.8, 0.2, 0.8], [0.4, 0.1, -0.6], [-0.3, 0.3, -0.1], [-0.1, -0.1, 0.1], [0.0, -0.2, 0.0], [0.1, 0.0, 0.1], [0.0, -0.2, 0.0], [0.0, -0.1, 0.0], [-0.5, 0.9, -0.3], [-0.1, 0.4, 0.3], [0.2, -0.1, 0.1], [0.1, -0.1, -0.1], [0.0, 0.0, 0.2], [0.2, -0.1, -0.1], [-1.2, -0.1, -0.5], [0.0, 0.0, 0.0], [-0.1, -0.1, 0.0], [0.0, 0.0, 0.0], [0.0, 0.0, 0.0], [0.0, 0.0, 0.0], [0.0, 0.1, 0.0], [0.0, 0.0, 0.0], [0.0, 0.0, 0.0], [0.0, 0.0, 0.0], [0.0, 0.0, 0.0], [-0.1, 0.0, 0.0], [0.1, 0.0, -0.2], [-0.1, 0.0, 0.0], [0.0, 0.0, -0.1], [0.2, -0.1, 0.1], [0.0, -0.1, -0.1], [-0.4, 0.5, -0.5], [0.0, 0.0, 0.2], [0.0, 0.0, 0.0], [0.0, 0.0, 0.0], [0.0, 0.0, 0.0], [0.0, 0.0, 0.0], [0.0, 0.0, 0.0], [0.0, 0.0, 0.0], [0.1, -0.1, 0.0], [-0.1, 0.1, 0.0], [0.3, 0.3, 0.0], [0.0, 0.4, -0.3], [0.1, 0.1, 0.5], [0.3, -0.2, -0.4], [-0.2, 0.0, -0.2], [0.1, 0.1, 0.1], [-0.1, -0.1, 0.0], [-0.2, -0.1, -0.2], [0.1, 0.1, 0.0], [-0.1, 0.0, 0.0], [0.0, 0.0, 0.0], [0.0, 0.0, 0.0], [0.1, 0.0, 0.1], [0.0, 0.0, 0.0], [0.0, 0.0, 0.0], [0.0, 0.0, 0.0], [0.0, 0.0, -0.1], [0.0, -0.1, 0.0], [-0.1, -0.1, 0.1], [-0.1, 0.0, 0.0], [-0.3, -0.3, 0.1], [0.0, 0.0, 0.0], [0.0, 0.0, 0.0], [0.0, 0.0, 0.0], [0.0, 0.0, 0.0], [0.0, 0.0, 0.0], [0.0, 0.0, 0.0]]
}

---

Which value of multiplicity does entry 1 give?
1

---

What is the multiplicity in the second record?
1

---

What is the formula in the third record?
C29H30BrFeN6O2S